--- a ---
Formula: C3HCl2N2
Source: OMol25
Level of theory: ωB97M-V with the def2-TZVPD basis set

```
! wB97M-V def2-TZVPD RIJCOSX def2/J DEFGRID3
* xyz 1 1
C -2.02 -0.15 -0.28
C 1.54 -1.03 0.19
C 0.22 0.94 -0.12
N 1.22 0.10 -0.06
N -0.97 0.38 -0.19
Cl 2.30 -2.39 -0.05
Cl 0.49 2.67 0.02
H -2.78 -0.51 0.48
*
```

Values from the calculation:
orbital gap (spin up / spin down) = 7.06 / 7.06 eV


--- b ---
Formula: C3HCl2N2
Source: OMol25
Level of theory: ωB97M-V with the def2-TZVPD basis set

```
! wB97M-V def2-TZVPD RIJCOSX def2/J DEFGRID3
* xyz 1 1
C 1.11 0.67 0.96
C -0.77 -0.70 -0.33
C -0.06 0.50 -0.98
N 1.34 0.15 1.99
N 0.74 1.12 -0.21
Cl -1.96 -0.31 0.84
Cl -0.20 -2.29 -0.38
H -0.20 0.87 -1.89
*
```

Values from the calculation:
orbital gap = 7.34 eV


Stability, highest: b